The following is a DFT calculation (ωB97M-V/def2-TZVPD) of a 2-piece molecular cluster, FH2O overall.

Output
- strongest force on any atom (eV/A) = 4.4
- gap between HOMO and LUMO (eV) = 9.62
- charge = -1
- relative energy (zero: lowest compared OMol25 entry of this formula, charge and spin) (kcal/mol) = 0.0
- lowest unoccupied orbital energy (eV) = 5.723

```
4
Properties=species:S:1:pos:R:3:forces:R:3
O 1.652986 -1.666679 -1.199641 3.4758 -1.8098 -1.9709
H 2.439165 -1.088341 -1.324933 -1.0422 -0.6571 0.1873
H 1.088753 -1.182124 -0.555363 -1.3269 1.3963 0.5617
F 0.256451 -0.262608 -0.158977 -1.1067 1.0706 1.2219
```
Forces are in eV/Å.

---

The following is a DFT calculation (ωB97M-V/def2-TZVPD) of a single FH3N2O2S molecule.

Output
- strongest force on any atom (eV/A) = 4.0
- gap between HOMO and LUMO (eV) = 10.41
- relative energy (zero: lowest compared OMol25 entry of this formula, charge and spin) (kcal/mol) = 64.8
- lowest unoccupied orbital energy (eV) = 0.496

```
9
Properties=species:S:1:pos:R:3:forces:R:3
N -1.193597 -0.445376 -0.536899 1.2761 0.4969 1.3108
S 0.175788 0.470566 -0.141308 -0.2691 -1.1382 1.0199
O 0.030705 1.808678 -0.630846 0.6098 -0.9890 -0.1955
O 0.056215 0.551292 1.466363 0.5174 -0.7039 -0.1700
N 1.486548 -0.328952 -0.482348 -0.5675 3.2304 -2.3563
F 1.766262 -1.410496 0.275383 -0.4086 -1.5252 1.5513
H -1.132358 -0.819514 -1.461770 0.2825 -0.1244 -0.5138
H -2.063905 0.023379 -0.369419 -0.3427 0.3379 0.1076
H 0.874339 0.150427 1.880843 -1.0978 0.4154 -0.7539
```
Forces are in eV/Å.

---

The following is a DFT calculation (ωB97M-V/def2-TZVPD) of a single FH3NO2P molecule.

Output
- strongest force on any atom (eV/A) = 3.4
- gap between HOMO and LUMO (eV) = 10.65
- relative energy (zero: lowest compared OMol25 entry of this formula, charge and spin) (kcal/mol) = 7.0
- lowest unoccupied orbital energy (eV) = 0.452

```
8
Properties=species:S:1:pos:R:3:forces:R:3
N -1.295474 0.434402 -0.633646 2.8088 -1.9673 0.1000
P 0.097019 0.086215 -0.027749 -0.7081 2.0907 -0.0603
O 0.566984 -1.097059 -0.910163 0.2102 -0.9087 -0.5166
O 0.242946 -0.363552 1.497943 -0.3635 0.4192 -0.7009
F 1.333024 1.167433 -0.081883 -1.4995 -1.4804 0.0282
H -1.765830 1.195899 -0.301717 -1.6756 2.3073 1.0498
H -0.309977 -1.262377 -1.324182 0.6219 -0.4544 -0.4787
H 1.131307 -0.160962 1.781398 0.6057 -0.0065 0.5786
```
Forces are in eV/Å.